C4H9NO | ωB97M-V/def2-TZVPD

The geometry in XYZ format:
```
15
Properties=species:S:1:pos:R:3:nbo_charge:R:1
C 1.76 0.57 -0.35 -0.6171
C 0.33 0.34 -0.66 -0.2102
C -0.77 1.11 0.40 -0.4498
C -0.65 -0.33 0.21 0.3539
N -1.73 -1.05 -0.38 -0.8209
O 0.10 -1.13 1.30 -0.7759
H 2.35 -0.28 -0.71 0.2079
H 1.94 0.68 0.73 0.2241
H 2.12 1.47 -0.85 0.2123
H 0.13 0.32 -1.73 0.2206
H -1.67 1.61 0.07 0.2257
H -0.24 1.59 1.21 0.2317
H -1.54 -2.05 -0.34 0.3686
H -2.58 -0.89 0.15 0.3671
H 0.47 -1.96 0.96 0.4619
```

Output
- Net charge: 0
- HOMO-LUMO gap: 10.184 eV
- Highest occupied orbital energy: -9.2 eV

C4H9NO | ωB97M-V/def2-TZVPD

The geometry in XYZ format:
```
15
Properties=species:S:1:pos:R:3:nbo_charge:R:1
C 0.45 1.66 0.99 -0.6446
C -0.70 0.88 0.40 -0.1270
N -0.02 -0.60 -0.38 -0.4806
C 0.61 -1.08 -1.66 -0.4123
C -0.10 -1.43 0.66 0.4985
O -0.59 -1.04 1.71 -0.6589
H 0.84 1.19 1.91 0.2315
H 1.25 1.71 0.25 0.2073
H 0.14 2.68 1.26 0.2206
H -1.51 0.79 1.17 0.2456
H -1.15 1.29 -0.49 0.1830
H -0.07 -1.06 -2.52 0.2000
H 0.93 -2.15 -1.58 0.2142
H 1.52 -0.53 -1.95 0.1983
H 0.27 -2.46 0.58 0.1244
```

Output
- Net charge: 0
- HOMO-LUMO gap: 10.041 eV
- Highest occupied orbital energy: -9.2 eV

C4H9NO | ωB97M-V/def2-TZVPD

The geometry in XYZ format:
```
15
Properties=species:S:1:pos:R:3:nbo_charge:R:1
C 1.05 -0.89 0.89 -0.4061
N 0.20 -0.59 -0.25 -0.4487
C 0.97 -0.44 -1.47 -0.4104
C -0.61 0.56 -0.01 -0.1582
C -1.83 0.49 0.51 0.1444
O -2.59 1.56 0.86 -0.6735
H 1.77 -0.09 1.11 0.1621
H 1.61 -1.82 0.71 0.1973
H 0.43 -1.04 1.78 0.2058
H 1.55 -1.35 -1.67 0.2012
H 0.30 -0.26 -2.31 0.2068
H 1.69 0.41 -1.41 0.1606
H -0.16 1.54 -0.22 0.1557
H -2.34 -0.45 0.71 0.1883
H -2.06 2.36 0.77 0.4746
```

Output
- Net charge: 0
- HOMO-LUMO gap: 9.267 eV
- Highest occupied orbital energy: -8.3 eV

C4H9NO | ωB97M-V/def2-TZVPD

The geometry in XYZ format:
```
15
Properties=species:S:1:pos:R:3:nbo_charge:R:1
C -0.30 -1.56 -1.25 -0.4366
N -0.24 -0.82 -0.01 -0.5276
C 0.15 0.38 0.02 0.5800
C 0.66 1.22 -1.12 -0.7033
O 0.13 1.06 1.19 -0.5023
C -0.36 0.34 2.31 -0.2577
H -0.74 -1.01 -2.11 0.1795
H 0.68 -1.92 -1.59 0.1908
H -0.91 -2.42 -1.01 0.2054
H -0.13 1.37 -1.87 0.2315
H 1.01 2.18 -0.76 0.2391
H 1.49 0.70 -1.62 0.2296
H -1.39 0.01 2.16 0.1912
H -0.30 1.03 3.15 0.1883
H 0.25 -0.55 2.50 0.1923
```

Output
- Net charge: 0
- HOMO-LUMO gap: 10.478 eV
- Highest occupied orbital energy: -9.4 eV

C4H9NO | ωB97M-V/def2-TZVPD

The geometry in XYZ format:
```
15
Properties=species:S:1:pos:R:3:nbo_charge:R:1
C -1.86 -0.10 -0.55 -0.6393
C -0.84 -0.89 0.25 -0.1487
N 0.69 -0.03 0.20 -0.4737
C 1.90 0.14 -0.69 -0.4105
C 0.57 0.75 1.28 0.5028
O -0.42 0.67 1.98 -0.6552
H -2.18 0.81 -0.02 0.2303
H -1.41 0.17 -1.50 0.2050
H -2.77 -0.69 -0.75 0.2193
H -1.30 -1.13 1.24 0.2484
H -0.52 -1.82 -0.18 0.1851
H 2.52 -0.76 -0.79 0.2010
H 2.59 0.92 -0.28 0.2150
H 1.66 0.49 -1.71 0.1988
H 1.37 1.47 1.51 0.1216
```

Output
- Net charge: 0
- HOMO-LUMO gap: 10.112 eV
- Highest occupied orbital energy: -9.2 eV

C4H9NO | ωB97M-V/def2-TZVPD

The geometry in XYZ format:
```
15
Properties=species:S:1:pos:R:3:nbo_charge:R:1
C 1.79 0.04 1.19 -0.6177
C 0.78 1.04 0.64 -0.2272
N 0.06 0.55 -0.51 -0.6032
C -1.08 -0.18 -0.34 0.5965
O -1.87 -0.15 0.59 -0.6221
C -1.84 -0.74 -1.45 -0.6716
H 2.32 0.46 2.05 0.2161
H 2.53 -0.24 0.44 0.1993
H 1.28 -0.88 1.52 0.2138
H 0.04 1.29 1.39 0.2271
H 1.28 1.96 0.34 0.1944
H 0.57 0.42 -1.37 0.3936
H -1.50 -1.07 -2.38 0.1935
H -2.69 -0.03 -1.79 0.2622
H -1.38 -1.85 -0.77 0.2452
```

Output
- Net charge: 0
- HOMO-LUMO gap: 10.225 eV
- Highest occupied orbital energy: -9.6 eV

C4H9NO2 | ωB97M-V/def2-TZVPD

The geometry in XYZ format:
```
16
Properties=species:S:1:pos:R:3:nbo_charge:R:1
O 1.76 0.73 -0.95 -0.7254
C 1.87 -0.09 -0.02 0.4595
N 1.01 -1.05 0.31 -0.6615
C -0.34 -0.98 -0.16 -0.1938
C -1.37 0.06 0.62 0.1235
C -0.76 1.50 0.61 -0.6719
O -2.57 -0.01 0.16 -0.5367
H 2.75 -0.16 0.63 0.0741
H 2.46 -1.65 -2.61 0.0473
H -0.72 -1.97 0.12 0.1824
H -0.46 -0.80 -1.23 0.1779
H -1.21 -0.37 1.65 0.1403
H -0.33 1.61 -0.39 0.2382
H -0.06 1.77 1.39 0.1994
H -1.63 2.17 0.60 0.1965
H 2.61 -2.06 -3.23 -0.0497
```

Output
- Net charge: -1
- 2S+1: 2
- HOMO-LUMO gap (spin up / spin down): 8.197 / 6.355 eV
- Highest occupied orbital energy (spin up / spin down): -3.9 / -3.9 eV

C4H9NO2 | ωB97M-V/def2-TZVPD

The geometry in XYZ format:
```
16
Properties=species:S:1:pos:R:3:nbo_charge:R:1
C -1.75 -0.82 -2.58 -0.6217
C -0.99 0.25 -1.82 -0.2113
N -0.32 -0.26 -0.67 -0.6266
C 0.12 0.75 0.25 -0.3221
C 0.95 0.25 1.39 0.7931
O 2.01 0.71 1.74 -0.5742
O 0.36 -0.79 2.01 -0.6987
H -1.66 -0.69 -3.67 0.2168
H -2.81 -0.82 -2.36 0.2107
H -1.29 -1.79 -2.45 0.2139
H -1.62 1.11 -1.59 0.1625
H -0.22 0.69 -2.47 0.1774
H -0.67 -1.08 -0.22 0.3799
H 0.73 1.48 -0.30 0.2143
H -0.70 1.38 0.64 0.1858
H 0.93 -1.18 2.68 0.5004
```

Output
- Net charge: 0
- HOMO-LUMO gap: 9.551 eV
- Highest occupied orbital energy: -8.8 eV

C4H9NO2 | ωB97M-V/def2-TZVPD

The geometry in XYZ format:
```
16
Properties=species:S:1:pos:R:3:nbo_charge:R:1
C 1.86 -0.93 -0.37 -0.6317
C 0.51 -0.26 -0.13 0.0926
C 0.50 0.59 1.13 -0.6270
O -0.51 -1.25 0.05 -0.7361
H 2.12 -1.56 0.49 0.2153
H 2.64 -0.18 -0.51 0.2202
H 1.84 -1.57 -1.26 0.2058
H 0.26 0.36 -1.00 0.1617
H 0.76 -0.02 2.00 0.2145
H 1.23 1.41 1.04 0.2170
H -0.49 1.03 1.29 0.2218
H -0.48 -1.86 -0.70 0.4782
N -2.81 0.41 -0.19 -0.7922
C -2.68 1.52 -0.68 0.8462
O -2.68 2.60 -1.13 -0.5318
H -2.08 -0.29 -0.03 0.4454
```

Output
- Net charge: 0
- HOMO-LUMO gap: 11.245 eV
- Highest occupied orbital energy: -10.6 eV

C4H9NO2 | ωB97M-V/def2-TZVPD

The geometry in XYZ format:
```
16
Properties=species:S:1:pos:R:3:nbo_charge:R:1
C 0.13 -1.53 0.70 -0.6393
C 0.71 -0.14 0.41 -0.1424
C 0.86 0.04 -1.17 -0.0306
O 1.33 1.28 -1.56 -0.7013
N -0.05 0.99 0.76 -0.2247
C -1.44 1.01 0.53 -0.0546
O -1.69 2.00 -0.29 -0.3349
H -0.08 -1.65 1.77 0.2219
H 0.86 -2.30 0.41 0.2269
H -0.79 -1.73 0.14 0.2034
H 1.71 -0.05 0.84 0.2081
H 1.58 -0.71 -1.49 0.1871
H -0.13 -0.20 -1.59 0.1518
H 0.64 1.94 -1.34 0.4870
H -1.74 1.10 1.63 0.2288
H -1.92 0.05 0.24 0.2129
```

Output
- Net charge: 0
- HOMO-LUMO gap (spin up / spin down): 9.206 / 7.317 eV
- Highest occupied orbital energy (spin up / spin down): -9.9 / -9.3 eV

C4H9NO2 | ωB97M-V/def2-TZVPD

The geometry in XYZ format:
```
16
Properties=species:S:1:pos:R:3:nbo_charge:R:1
C -2.09 -0.78 -0.27 -0.6189
C -0.70 -0.20 -0.55 0.0857
O -0.88 1.14 -0.91 -0.7380
C 0.18 -0.34 0.69 -0.2445
N 1.62 -0.11 0.50 -0.6259
C 2.25 1.04 0.13 0.5407
O 1.80 1.91 -0.59 -0.6147
H -2.04 -1.85 -0.05 0.2023
H -2.72 -0.63 -1.15 0.2274
H -2.55 -0.26 0.58 0.2104
H -0.23 -0.78 -1.36 0.1554
H 0.00 1.54 -1.02 0.4979
H -0.20 0.36 1.45 0.2038
H 0.08 -1.35 1.11 0.2079
H 2.24 -0.83 0.83 0.3949
H 3.24 1.12 0.61 0.1155
```

Output
- Net charge: 0
- HOMO-LUMO gap: 10.520 eV
- Highest occupied orbital energy: -9.9 eV

C4H9NO2 | ωB97M-V/def2-TZVPD

The geometry in XYZ format:
```
16
Properties=species:S:1:pos:R:3:nbo_charge:R:1
O -1.48 1.99 1.00 -0.5774
C -0.73 1.20 1.54 0.5250
N 0.61 1.01 1.20 -0.4828
C 0.96 0.83 -0.01 0.2011
C 0.01 0.76 -1.20 -0.1498
O -0.34 2.07 -1.58 -0.7042
H -1.04 0.60 2.41 0.1327
H 2.03 0.76 -0.21 0.1873
H 0.52 0.30 -2.06 0.1947
H -0.86 0.14 -0.95 0.1781
H -0.87 2.41 -0.84 0.4962
C 0.26 -2.43 0.12 -0.8607
H 0.37 -3.43 0.53 0.2219
H 0.87 -2.34 -0.79 0.2115
H -0.80 -2.27 -0.14 0.2124
H 0.57 -1.69 0.86 0.2141
```

Output
- Net charge: 0
- HOMO-LUMO gap: 10.049 eV
- Highest occupied orbital energy: -10.0 eV

C4H9NO2 | ωB97M-V/def2-TZVPD

The geometry in XYZ format:
```
16
Properties=species:S:1:pos:R:3:nbo_charge:R:1
C -1.94 0.72 -1.18 -0.7951
C -2.05 -0.58 -0.89 0.6998
O -2.62 -1.60 -0.72 -0.5621
H -0.98 1.20 -1.29 0.2179
H -2.85 1.30 -1.28 0.2394
N -0.11 -0.94 -0.31 -0.7584
C 0.15 -0.06 0.84 -0.2514
C 1.50 0.61 0.74 -0.0772
O 2.45 -0.43 0.56 -0.7280
H -0.13 -1.92 -0.05 0.3942
H 0.60 -0.85 -1.03 0.3890
H -0.63 0.72 0.88 0.2207
H 0.07 -0.65 1.76 0.2041
H 1.50 1.31 -0.12 0.1571
H 1.69 1.20 1.64 0.1748
H 3.33 -0.04 0.47 0.4752
```

Output
- Net charge: 0
- HOMO-LUMO gap: 8.728 eV
- Highest occupied orbital energy: -8.1 eV

C4H9NO2 | ωB97M-V/def2-TZVPD

The geometry in XYZ format:
```
16
Properties=species:S:1:pos:R:3:nbo_charge:R:1
C 2.00 0.30 0.31 -0.1136
C -0.68 2.07 0.25 -0.7221
C -1.58 -1.54 0.05 -0.2598
C -0.77 0.69 -0.26 0.8154
N 2.12 -0.94 0.04 -0.7049
O -0.08 0.36 -1.22 -0.6328
O -1.54 -0.22 0.34 -0.5163
H 2.50 1.05 -0.30 0.1407
H -1.53 2.25 0.87 0.2210
H 0.26 2.14 0.87 0.2764
H -0.68 2.74 -0.60 0.2409
H -1.27 -1.72 -1.04 0.2008
H -2.58 -2.10 0.20 0.2008
H -0.79 -1.95 0.70 0.1733
H 2.90 -1.41 -0.64 0.3077
H 1.72 -1.74 0.43 0.3724
```

Output
- Net charge: 0
- HOMO-LUMO gap: 8.577 eV
- Highest occupied orbital energy: -7.7 eV

C4H9NO2 | ωB97M-V/def2-TZVPD

The geometry in XYZ format:
```
16
Properties=species:S:1:pos:R:3:nbo_charge:R:1
C 0.83 -1.72 1.75 -0.4072
N 1.11 -0.90 0.59 -0.6297
C -0.01 -0.13 0.14 -0.3377
C -0.22 -0.16 -1.36 0.7937
O 0.07 -1.07 -2.08 -0.5708
O -0.86 0.93 -1.84 -0.5102
C -0.95 2.19 -1.17 -0.2559
H 0.34 -1.12 2.52 0.1884
H 1.78 -2.08 2.16 0.2037
H 0.18 -2.59 1.54 0.1697
H 1.51 -1.42 -0.18 0.3801
H 0.13 0.91 0.43 0.1926
H -0.98 -0.44 0.57 0.2077
H -1.99 2.49 -1.21 0.1981
H -0.31 2.88 -1.73 0.1955
H -0.63 2.22 -0.12 0.1819
```

Output
- Net charge: 0
- HOMO-LUMO gap: 9.747 eV
- Highest occupied orbital energy: -9.0 eV

C4H9NO2 | ωB97M-V/def2-TZVPD

The geometry in XYZ format:
```
16
Properties=species:S:1:pos:R:3:nbo_charge:R:1
C -1.29 1.94 2.06 -0.4241
N -0.81 1.06 1.01 -0.4946
C 0.38 0.65 1.08 0.4121
O 0.94 -0.24 0.23 -0.5087
C 0.11 -0.99 -0.64 -0.0730
C 0.71 -1.09 -2.01 -0.0865
O 0.01 -2.16 -2.59 -0.6996
H -1.64 2.88 1.62 0.2034
H -2.15 1.47 2.54 0.2036
H -0.54 2.17 2.83 0.1700
H 1.12 0.93 1.84 0.1476
H -0.09 -2.13 -0.35 0.1287
H -0.88 -0.53 -0.68 0.2205
H 0.51 -0.12 -2.49 0.1802
H 1.81 -1.24 -1.99 0.1670
H -0.24 -2.70 -1.78 0.4536
```

Output
- Net charge: 0
- HOMO-LUMO gap: 10.856 eV
- Highest occupied orbital energy: -9.9 eV

C4H9NO2 | ωB97M-V/def2-TZVPD

The geometry in XYZ format:
```
16
Properties=species:S:1:pos:R:3:nbo_charge:R:1
C -1.90 -0.11 -0.78 -0.6301
C -0.57 0.39 -0.23 0.0965
O -0.72 1.55 0.57 -0.7313
C 0.12 -0.66 0.65 -0.5304
C 1.59 -0.89 0.34 0.6796
N 2.32 0.26 0.21 -0.8392
O 2.07 -2.00 0.19 -0.6100
H -2.58 -0.39 0.03 0.2142
H -1.73 -0.99 -1.42 0.2215
H -2.38 0.66 -1.40 0.2046
H 0.09 0.63 -1.08 0.1651
H -1.23 2.20 0.06 0.4695
H 0.03 -0.32 1.69 0.2474
H -0.37 -1.64 0.58 0.2375
H 3.32 0.16 0.09 0.4034
H 1.95 1.15 0.49 0.4017
```

Output
- Net charge: 0
- HOMO-LUMO gap: 10.445 eV
- Highest occupied orbital energy: -9.7 eV

C4H9NO2 | ωB97M-V/def2-TZVPD

The geometry in XYZ format:
```
16
Properties=species:S:1:pos:R:3:nbo_charge:R:1
C -1.87 -0.97 -0.49 -0.6329
C -0.63 -0.08 -0.61 0.0825
O -1.01 1.19 -1.11 -0.6997
C 0.16 0.08 0.71 -0.2699
N 1.56 -0.27 0.63 -0.6194
C 2.44 0.71 0.29 0.5202
O 2.11 1.83 -0.02 -0.6013
H -1.62 -2.01 -0.28 0.2079
H -2.43 -0.92 -1.43 0.2258
H -2.54 -0.62 0.31 0.1985
H 0.05 -0.50 -1.35 0.1823
H -1.50 1.64 -0.41 0.4563
H 0.18 1.16 0.90 0.2378
H -0.31 -0.46 1.54 0.1993
H 1.90 -1.15 0.98 0.3987
H 3.50 0.39 0.33 0.1141
```

Output
- Net charge: 0
- HOMO-LUMO gap: 10.501 eV
- Highest occupied orbital energy: -9.7 eV

C4H9NO2 | ωB97M-V/def2-TZVPD

The geometry in XYZ format:
```
16
Properties=species:S:1:pos:R:3:nbo_charge:R:1
C -2.49 -0.09 -0.44 -0.6039
C -1.24 0.78 -0.33 -0.4214
C -0.19 0.12 0.57 -0.0754
O 1.11 0.44 0.07 -0.5269
C 2.03 -0.55 0.17 0.8829
N 3.22 -0.13 -0.36 -0.8379
O 1.83 -1.63 0.67 -0.6454
H -2.94 -0.28 0.55 0.2039
H -3.26 0.37 -1.07 0.2125
H -2.24 -1.06 -0.88 0.2060
H -0.80 0.93 -1.32 0.2115
H -1.50 1.77 0.05 0.2016
H -0.26 0.48 1.60 0.1815
H -0.30 -0.97 0.58 0.2088
H 3.91 -0.84 -0.52 0.4030
H 3.22 0.69 -0.94 0.3993
```

Output
- Net charge: 0
- HOMO-LUMO gap: 11.343 eV
- Highest occupied orbital energy: -10.4 eV

C4H9NO2 | ωB97M-V/def2-TZVPD

The geometry in XYZ format:
```
16
Properties=species:S:1:pos:R:3:nbo_charge:R:1
C -0.69 0.11 -1.50 -0.7306
C -1.00 0.83 -0.41 0.5223
N -2.27 1.17 -0.08 -0.8202
O -0.10 1.27 0.46 -0.5189
C 1.32 0.39 0.23 -0.0600
C 1.31 -1.07 0.62 -0.1077
O 0.71 -1.20 1.87 -0.7073
H -1.44 -0.34 -2.11 0.1966
H 0.23 0.17 -2.04 0.1981
H -2.48 1.48 0.84 0.3943
H -3.02 0.94 -0.71 0.3943
H 1.78 0.52 -0.76 0.2041
H 1.81 0.99 0.96 0.2039
H 0.83 -1.71 -0.12 0.1895
H 2.37 -1.39 0.68 0.1708
H 0.65 -2.14 2.07 0.4707
```

Output
- Net charge: 0
- HOMO-LUMO gap: 8.358 eV
- Highest occupied orbital energy: -7.5 eV

Short version: relative energy (zero: lowest compared OMol25 entry of this formula, charge and spin) = 228.6, 266.6, 202.1, 130.6, 240.2, 340.7, 185.9, 101.0, 80.1, 546.8, 89.7, 209.3, 268.3, 443.3, 181.9, 255.8, 47.3, 111.7, 25.6, 308.1 kJ/mol, in the order given.